Entry 1:
The following is a DFT calculation (wB97M-V/def2-TZVPD) of the molecule C13H13N.

```
! RIJCOSX wB97M-V def2-TZVPD def2/J DEFGRID3
* xyz 0 3
N 2.81 -1.43 -0.43
C 2.56 -0.17 -0.22
C -0.33 1.64 1.76
C -0.11 -2.02 1.07
C 1.25 0.27 -0.06
C -1.34 -1.69 1.57
C -0.84 -0.97 -1.16
C -2.04 -1.22 -0.69
C 0.79 -2.62 0.47
C 0.19 1.36 0.29
C 1.78 -2.50 -0.45
C 0.03 -0.14 -0.30
C -2.28 -1.20 0.71
C -0.22 2.39 -0.75
H -0.42 -1.38 -2.08
H -2.87 -1.41 -1.48
H -1.22 2.31 -0.98
H 1.24 -2.54 -1.48
H 0.42 1.41 2.52
H 2.35 -3.40 -0.42
H -1.45 -1.89 2.65
H -0.01 3.36 -0.26
H -1.20 1.02 1.87
H -3.26 -0.94 1.16
H 0.30 2.16 -1.72
H 3.38 0.53 -0.07
H -0.56 2.67 1.88
*
```

Output
HOMO energy (alpha / beta) in Ha: -0.22581 / -0.29856
HOMO-LUMO gap (alpha / beta) in hartree: 0.2334 / 0.2019
Energy above the lowest of the compared OMol25 structures with the same formula, charge and spin in kcal/mol: 136.4
E_LUMO (alpha / beta) in eV: 0.208 / -2.631

Now the Mulliken charges, all in e:
1 N -0.64
2 C -0.54
3 C -1.41
4 C 0.38
5 C -0.33
6 C -0.77
7 C -0.57
8 C -0.27
9 C 0.31
10 C 1.38
11 C -0.64
12 C 0.34
13 C -0.39
14 C -1.55
15 H 0.52
16 H 0.33
17 H 0.36
18 H 0.14
19 H 0.29
20 H 0.44
21 H 0.34
22 H 0.44
23 H 0.20
24 H 0.38
25 H 0.32
26 H 0.43
27 H 0.50

***

Entry 2:
The following is a DFT calculation (wB97M-V/def2-TZVPD) of the molecule C3H4O5.

```
! RIJCOSX wB97M-V def2-TZVPD def2/J DEFGRID3
* xyz 0 1
O 1.61 1.08 1.41
O -1.48 0.57 -2.06
O 1.81 0.59 -0.77
O -0.94 -1.53 -1.42
O -0.27 0.24 0.04
C -0.63 -0.23 1.30
C -0.87 -0.22 -1.42
C 1.20 0.54 0.26
H -0.28 -1.22 1.58
H -1.63 -1.80 -2.06
H 2.52 1.41 1.26
H -1.05 0.57 1.89
*
```

Output
HOMO energy (alpha / beta) in Ha: -0.23611 / -0.23624
HOMO-LUMO gap (alpha / beta) in hartree: 0.2326 / 0.2328
Energy above the lowest of the compared OMol25 structures with the same formula, charge and spin in kcal/mol: 152.7
E_LUMO (alpha / beta) in eV: -0.095 / -0.094

Now the Mulliken charges, all in e:
1 O -0.28
2 O -0.42
3 O -0.48
4 O -0.40
5 O -0.13
6 C -0.94
7 C 0.63
8 C 0.68
9 H 0.35
10 H 0.37
11 H 0.35
12 H 0.28

***

Entry 3:
The following is a DFT calculation (wB97M-V/def2-TZVPD) of a structure of composition C4H11N3.

```
! RIJCOSX wB97M-V def2-TZVPD def2/J DEFGRID3
* xyz 0 1
N 1.08 -1.41 0.55
N 0.99 1.07 0.68
N -0.74 1.47 0.38
C -1.83 -0.69 0.77
C 1.21 -0.23 -1.52
C -0.95 0.15 -0.13
C 0.66 -0.34 -0.11
H 0.76 -1.38 1.52
H 1.01 0.88 1.68
H 2.30 -0.31 -1.51
H -2.87 -0.36 0.72
H 0.93 0.71 -2.00
H 1.83 1.56 0.37
H 0.82 -1.05 -2.12
H -0.65 2.13 -0.39
H -1.77 -1.73 0.47
H -1.51 -0.61 1.81
H -1.29 0.14 -1.16
*
```

Output
HOMO energy in Ha: -0.27639
HOMO-LUMO gap in hartree: 0.2831
Energy above the lowest of the compared OMol25 structures with the same formula, charge and spin in kcal/mol: 117.1
E_LUMO in eV: 0.183

Now the Mulliken charges, all in e:
1 N -0.88
2 N -0.37
3 N -0.51
4 C -1.51
5 C -1.57
6 C 0.32
7 C 0.75
8 H 0.21
9 H 0.37
10 H 0.38
11 H 0.39
12 H 0.38
13 H 0.29
14 H 0.35
15 H 0.34
16 H 0.37
17 H 0.31
18 H 0.39

***

Entry 4:
The following is a DFT calculation (wB97M-V/def2-TZVPD) of a cluster of 15 separate species, C17H64N14O15 in total.

```
! RIJCOSX wB97M-V def2-TZVPD def2/J DEFGRID3
* xyz 0 1
O -6.50 -1.52 -2.50
O 2.40 -0.34 -2.32
O -1.01 -4.03 -0.69
O -0.33 -4.71 3.05
O -0.55 4.55 -1.35
O -0.29 2.88 3.75
O -1.62 0.30 5.42
O 6.66 1.06 -2.12
O 1.14 0.95 0.17
O 1.85 2.97 1.87
O -3.11 4.29 -3.19
O -4.46 1.68 1.11
O 3.39 -0.90 0.54
O -0.19 -2.16 -3.92
O 1.08 -0.14 3.25
N -2.95 0.06 1.44
N -2.24 -2.44 0.45
N -2.16 -2.22 -1.71
N -5.75 -0.98 -0.29
N -2.37 2.05 -3.66
N 2.49 0.06 5.11
N 0.67 0.38 -3.64
N 2.11 1.97 -3.10
N -0.58 -0.15 -1.20
N -4.41 -0.68 -1.93
N 3.38 0.09 3.16
N -4.05 2.25 -2.50
N -2.91 0.96 -0.53
N -0.42 -0.57 1.00
C 0.07 3.27 -1.26
C -1.86 -2.94 -0.68
C 1.80 0.66 -3.05
C 2.30 -0.05 3.84
C -3.48 0.90 0.65
C -1.20 2.14 2.98
C 5.28 0.82 -2.07
C 4.82 1.49 -0.89
C 0.28 -3.52 2.61
C -1.53 -0.94 4.68
C 3.34 -2.25 0.84
C 0.05 0.09 -0.04
C 3.14 3.24 1.58
C -3.18 2.95 -3.16
C 2.58 -3.00 -0.19
C 0.84 -3.00 -3.50
C -5.57 -1.02 -1.57
H -2.13 -1.66 5.10
H -3.72 -0.04 -1.37
H -0.40 2.73 4.74
H -0.98 -1.43 0.78
H 5.14 -0.25 -1.90
H -0.54 -1.37 4.84
H 6.86 0.38 -2.72
H -1.96 0.57 -0.76
H -2.20 2.43 3.30
H 2.88 -2.89 -1.24
H 5.12 2.52 -0.90
H -4.36 -0.69 -2.99
H 1.66 2.11 1.44
H 1.76 -2.53 -3.56
H 4.39 -2.59 0.79
H -4.70 2.69 -1.84
H 0.36 -0.58 -3.75
H -1.51 2.49 -4.00
H 3.29 -0.38 5.55
H -0.42 2.81 -0.40
H -1.86 -0.07 1.33
H -2.49 0.66 5.13
H 5.11 1.05 0.07
H -1.33 4.45 -1.94
H 2.91 -2.30 1.84
H 2.92 -0.88 -0.29
H -0.09 0.25 -2.10
H -3.33 0.05 2.40
H 1.64 -0.18 5.60
H -1.23 -4.71 2.69
H 1.08 -3.22 3.25
H -3.13 -1.75 -1.77
H 0.66 -3.85 1.65
H -4.57 1.51 -3.08
H 4.31 0.23 3.56
H -1.63 -2.45 -2.55
H 3.51 4.04 2.11
H -2.38 1.03 -3.42
H 0.64 -3.27 -2.46
H 0.90 -3.92 -4.02
H -1.03 1.06 3.11
H 3.25 3.57 0.58
H -1.25 2.32 1.91
H -1.19 -0.98 -1.38
H 1.55 2.50 -3.68
H 1.55 -2.79 -0.15
H 2.76 2.55 -2.56
H 1.11 3.29 -1.05
H 3.70 2.35 1.65
H -0.37 -2.23 -4.89
H -2.80 -1.57 0.52
H -0.42 -2.71 2.57
H 0.18 1.00 -4.28
H -3.36 1.55 -1.31
H -6.42 -1.59 0.08
H -1.89 -0.80 3.69
H 4.73 1.26 -2.91
H 3.76 1.53 -0.88
H 3.33 -0.01 2.11
H -0.08 2.60 -2.11
H 0.17 -0.44 1.85
H 2.76 -4.09 -0.06
H -5.04 -0.67 0.38
H -2.16 -3.11 1.25
*
```

Output
HOMO energy in Ha: -0.31665
HOMO-LUMO gap in hartree: 0.2840
Energy above the lowest of the compared OMol25 structures with the same formula, charge and spin in kcal/mol: 96.3
E_LUMO in eV: -0.888

Atomic partial charges in e from the Mulliken method, atoms 1 to 99:
1 O -0.76
2 O -0.39
3 O -0.73
4 O -0.60
5 O -0.64
6 O -0.58
7 O -0.54
8 O -0.53
9 O 1.38
10 O -0.58
11 O -0.68
12 O -0.77
13 O -0.43
14 O -0.76
15 O -0.34
16 N 0.50
17 N -0.12
18 N -0.29
19 N -0.17
20 N -0.17
21 N -0.50
22 N -0.35
23 N -0.13
24 N 1.71
25 N -0.19
26 N -0.05
27 N -0.37
28 N 0.45
29 N 2.15
30 C 0.50
31 C 0.15
32 C 0.06
33 C 0.05
34 C -0.50
35 C 0.41
36 C -0.07
37 C -0.22
38 C 0.14
39 C -0.30
40 C 0.06
41 C -1.20
42 C -0.83
43 C 0.31
44 C -1.04
45 C -0.48
46 C 0.24
47 H 0.69
48 H -0.05
49 H 0.36
50 H -0.45
51 H 0.19
52 H 0.05
53 H 0.37
54 H 0.20
55 H 0.44
56 H 0.38
57 H 0.50
58 H 0.26
59 H -0.11
60 H 0.24
61 H 0.29
62 H 0.31
63 H 0.24
64 H 0.25
65 H 0.25
66 H -0.03
67 H -0.44
68 H 0.36
69 H 0.21
70 H 0.39
71 H -0.01
72 H -0.21
73 H -0.65
74 H 0.38
75 H 0.30
76 H 0.37
77 H 0.30
78 H 0.36
79 H 0.39
80 H 0.34
81 H 0.22
82 H 0.22
83 H 0.55
84 H 0.18
85 H -0.01
86 H 0.53
87 H -0.50
88 H 0.21
89 H -0.08
90 H -0.23
91 H 0.18
92 H -0.06
93 H 0.24
94 H -0.09
95 H 0.19
96 H 0.27
97 H 0.39
98 H -0.60
99 H 0.22

***

Entry 5:
The following is a DFT calculation (wB97M-V/def2-TZVPD) of a cluster of 10 separate species, C13H49N5O10 in total.

```
! RIJCOSX wB97M-V def2-TZVPD def2/J DEFGRID3
* xyz 1 2
O 6.03 12.09 -22.43
O 8.90 17.09 -18.91
O 9.64 12.29 -23.92
O 9.55 13.96 -17.20
O 10.46 11.01 -21.62
O 9.10 14.92 -22.69
O 11.44 13.96 -21.99
O 9.92 18.48 -23.56
O 9.69 15.45 -27.43
O 8.55 17.33 -21.46
N 12.11 18.43 -24.04
N 3.52 14.64 -23.43
N 9.77 19.05 -28.61
N 10.95 15.16 -19.53
N 11.47 17.57 -22.17
C 5.53 13.31 -22.97
C 11.15 17.28 -29.56
C 3.93 13.34 -22.97
C 13.03 15.09 -18.35
C 3.24 12.28 -23.77
C 11.68 14.38 -18.56
C 10.89 14.35 -17.18
C 11.09 18.13 -23.29
C 8.76 14.23 -16.07
C 9.82 16.87 -27.42
C 9.45 14.89 -26.16
C 9.88 17.54 -28.80
C 7.16 12.18 -21.50
H 10.87 15.38 -16.81
H 9.30 13.05 -23.44
H 7.39 11.19 -21.11
H 9.62 19.52 -29.49
H 12.45 17.54 -21.94
H 7.62 17.17 -21.64
H 9.93 14.53 -22.41
H 6.09 14.11 -22.49
H 10.02 15.42 -25.40
H 7.77 13.87 -16.34
H 8.68 15.30 -15.89
H 11.28 16.21 -29.64
H 8.93 15.62 -22.06
H 8.95 17.25 -29.30
H 11.85 18.76 -24.97
H 9.04 17.40 -26.86
H 13.65 14.96 -19.24
H 8.06 12.63 -21.92
H 13.02 18.49 -23.61
H 3.58 13.30 -21.93
H 8.65 17.21 -19.83
H 8.40 14.99 -25.92
H 3.91 15.32 -22.80
H 10.72 19.26 -28.33
H 8.83 17.89 -22.18
H 10.48 11.72 -22.26
H 11.31 14.55 -21.25
H 10.26 10.23 -22.14
H 2.17 12.42 -23.84
H 11.98 17.67 -28.97
H 10.77 17.17 -26.98
H 10.81 16.06 -19.10
H 5.92 13.32 -23.99
H 8.97 13.61 -15.20
H 10.10 14.62 -19.44
H 11.11 17.64 -30.59
H 2.54 14.84 -23.56
H 13.62 14.74 -17.51
H 8.86 11.83 -24.23
H 12.14 13.37 -21.71
H 6.81 12.83 -20.70
H 12.84 16.14 -18.13
H 11.79 13.34 -18.88
H 9.70 13.83 -26.22
H 3.66 12.27 -24.78
H 11.48 13.69 -16.54
H 3.39 11.30 -23.30
H 8.26 17.60 -18.42
H 10.76 17.35 -21.49
*
```

Output
HOMO energy (alpha / beta) in Ha: -0.39785 / -0.39785
HOMO-LUMO gap (alpha / beta) in hartree: 0.2875 / 0.0834
E_LUMO (alpha / beta) in eV: -3.003 / -8.555

Now the Mulliken charges, all in e:
1 O -0.29
2 O -0.57
3 O -0.59
4 O -0.25
5 O -0.61
6 O -0.52
7 O -0.71
8 O -0.81
9 O -0.43
10 O -0.69
11 N -0.45
12 N -0.34
13 N -0.71
14 N -0.41
15 N -0.23
16 C -0.39
17 C -1.31
18 C 0.59
19 C -1.54
20 C -1.40
21 C 0.12
22 C -0.86
23 C 0.98
24 C -0.78
25 C -0.33
26 C -0.46
27 C 0.12
28 C -0.46
29 H 0.36
30 H 0.04
31 H 0.26
32 H 0.27
33 H 0.17
34 H 0.24
35 H 0.50
36 H 0.25
37 H 0.18
38 H 0.23
39 H 0.32
40 H 0.30
41 H 0.08
42 H 0.40
43 H 0.26
44 H 0.41
45 H 0.32
46 H 0.29
47 H 0.17
48 H 0.22
49 H 0.39
50 H 0.30
51 H 0.29
52 H 0.27
53 H 0.26
54 H 0.39
55 H 0.39
56 H 0.28
57 H 0.44
58 H 0.35
59 H 0.01
60 H 0.22
61 H 0.31
62 H 0.31
63 H 0.19
64 H 0.39
65 H 0.30
66 H 0.43
67 H 0.36
68 H 0.31
69 H 0.39
70 H 0.39
71 H 0.53
72 H 0.23
73 H 0.36
74 H 0.39
75 H 0.34
76 H 0.29
77 H -0.06

***

| no. | F_max (eV/Å) |
| --- | --- |
| 1 | 6.4 |
| 2 | 4.7 |
| 3 | 1.9 |
| 4 | 10.2 |
| 5 | 3.4 |